# 1
11
Properties=species:S:1:pos:R:3 method="wB97M-V/def2-TZVPD" homo_lumo_gap_ha="0.267 / 0.313" homo_ev="-8.0 / -8.5" multiplicity=1 de_lowest_kcal_mol=90.5 charge=0
C -1.59282 -0.32624 -0.27205
C -0.51057 0.50418 0.30265
O 0.23821 0.00028 1.26769
C 1.49626 0.24868 0.74727
C 1.83909 -0.26718 -0.51330
N 2.13815 -0.68528 -1.56149
H -2.41328 0.27732 -0.67130
H -1.17820 -0.91235 -1.10660
H -1.97037 -1.04046 0.46729
H -0.26032 1.48921 -0.07416
H 2.21385 0.71184 1.41400

# 2
9
Properties=species:S:1:pos:R:3 method="wB97M-V/def2-TZVPD" homo_lumo_gap_ha=0.404 homo_ev=-10.2 multiplicity=1 de_lowest_kcal_mol=107.8 charge=0 smiles="NC(=O)C1OO1"
C -0.73067 -0.44811 0.07606
C 0.96727 -0.55045 -0.10567
N -1.10020 0.82998 0.03494
O -1.34875 -1.45267 0.03550
O 1.70564 0.44800 -0.61284
O 1.83871 0.04679 0.78843
H 1.09450 -1.61003 -0.25751
H -0.39364 1.56498 0.01931
H -2.03285 1.17151 0.02178

# 3
13
Properties=species:S:1:pos:R:3 method="wB97M-V/def2-TZVPD" homo_lumo_gap_ha=0.356 homo_ev=-9.1 multiplicity=1 de_lowest_kcal_mol=4.9 charge=0 smiles=CSS.CS
C -3.63855 0.25727 -2.67418
S -2.13377 0.33864 -1.65406
H -3.40702 -0.17545 -3.64043
H -4.34367 -0.41834 -2.19228
H -4.07241 1.24340 -2.77916
H -1.23744 -0.04649 -2.56739
C 2.55615 0.35320 3.00926
S 3.51475 0.35879 1.48796
S 3.40289 -1.57347 0.86275
H 3.03044 -0.26647 3.77074
H 1.51844 0.04994 2.84569
H 2.55311 1.38114 3.36948
H 2.25707 -1.50215 0.16161

# 4
21
Properties=species:S:1:pos:R:3 method="wB97M-V/def2-TZVPD" homo_lumo_gap_ha=0.248 homo_ev=-2.9 multiplicity=1 de_lowest_kcal_mol=81.3 charge=-1
C 1.65536 0.51977 0.37548
N 2.31598 1.61952 0.26013
C -0.92078 1.61352 2.57973
C 0.46929 0.12467 -0.50162
C 1.02347 -0.61614 -1.71916
N -0.49673 -0.62535 0.28859
C -1.77876 -0.93735 -0.49359
O -1.70284 -1.98433 -1.28380
H 1.29226 1.78267 0.72649
H 2.04106 -0.33983 0.97578
H -1.77722 0.95176 2.62932
H -1.14441 2.53211 2.04795
H -0.16025 1.07463 2.03152
H -0.56037 1.84806 3.58314
H -0.01158 1.05880 -0.81800
H 1.63601 -1.46072 -1.40386
H 1.64231 0.07039 -2.32651
H 0.19632 -1.00593 -2.32182
H -0.10908 -1.54756 0.47488
H -1.98769 0.06006 -0.99429
H -2.54536 -1.00681 0.31770

# 5
66
Properties=species:S:1:pos:R:3 method="wB97M-V/def2-TZVPD" homo_lumo_gap_ha=0.420 homo_ev=-12.9 multiplicity=1 de_lowest_kcal_mol=13.9 charge=+1
K -15.22206 20.12647 -19.80309
C -18.88981 15.77331 -21.81835
C -17.49618 15.39213 -22.28433
C -17.12005 15.92288 -23.67596
O -16.39230 17.10500 -23.42705
C -16.04283 17.14220 -22.11451
O -15.37251 17.99350 -21.62159
O -16.51110 16.06900 -21.47178
H -19.55670 14.90851 -21.88157
H -19.31599 16.59328 -22.38966
H -18.86676 15.95616 -20.74259
H -17.31514 14.32955 -22.15735
H -18.00616 16.03288 -24.29973
H -16.47743 15.20302 -24.19237
C -12.95021 23.55230 -14.62828
C -12.22532 22.30427 -15.04705
C -12.87769 21.01764 -14.47305
O -13.30442 20.29920 -15.64217
C -12.93735 20.95533 -16.75870
O -13.24866 20.64087 -17.86219
O -12.30031 22.09911 -16.44667
H -12.71671 24.46315 -15.17329
H -12.70374 23.75838 -13.58190
H -14.02723 23.37155 -14.65791
H -11.19579 22.26797 -14.68713
H -13.79086 21.23294 -13.91680
H -12.21965 20.37762 -13.89252
C -12.67791 14.22004 -16.78926
C -13.61351 15.27177 -16.21352
C -12.91408 16.55435 -15.72436
O -13.17321 17.50542 -16.77260
C -14.08234 16.99726 -17.62653
O -14.43246 17.52147 -18.63654
O -14.48860 15.77929 -17.21993
H -13.00023 13.20346 -16.56762
H -11.64582 14.33488 -16.45840
H -12.64183 14.27785 -17.88017
H -14.19158 14.86074 -15.38918
H -11.84207 16.47649 -15.58130
H -13.41388 16.95284 -14.84039
C -17.55392 25.95100 -17.98424
C -17.64402 24.65723 -17.22800
C -19.00147 23.94900 -17.15894
O -18.64265 22.56420 -17.17742
C -17.37114 22.42264 -17.59149
O -16.85547 21.37059 -17.81014
O -16.79760 23.62215 -17.79279
H -16.49423 26.17923 -18.10965
H -18.06915 26.72261 -17.41809
H -17.95134 25.88424 -18.99792
H -17.24379 24.76377 -16.21260
H -19.55903 24.17645 -18.07266
H -19.60470 24.13970 -16.27915
C -19.83854 18.98402 -24.22435
C -18.60318 19.84921 -24.15976
C -18.80701 21.37509 -24.26503
O -18.14934 21.89843 -23.12095
C -17.73442 20.90022 -22.32616
O -17.20478 21.06297 -21.26374
O -17.96731 19.70127 -22.87768
H -20.48642 19.06162 -23.34850
H -19.58183 17.97437 -24.52892
H -20.54713 19.36820 -24.97418
H -17.91924 19.55311 -24.95380
H -19.83569 21.73486 -24.30545
H -18.34998 21.70099 -25.20093

# 6
16
Properties=species:S:1:pos:R:3 method="wB97M-V/def2-TZVPD" homo_lumo_gap_ha=0.379 homo_ev=-14.7 multiplicity=1 de_lowest_kcal_mol=24.5 charge=+1
N 2.33586 -0.51119 1.03483
H 2.94618 -0.53812 1.85895
H 1.40725 -0.47581 1.49826
H 2.69142 -1.09313 0.27294
H 2.26712 0.38143 0.52709
C -0.79680 -0.38649 -1.61252
C -1.15812 0.70544 -0.60713
C -1.03433 0.33367 0.88761
H -1.35131 -1.28643 -1.37013
H -1.16253 -0.00359 -2.56506
H 0.22793 -0.74117 -1.65920
H -0.68894 1.65805 -0.86408
H -2.18899 1.02016 -0.75357
H -0.83449 -0.72948 1.03842
H -1.97563 0.55889 1.37998
H -0.20048 0.89084 1.34752

# 7
8
Properties=species:S:1:pos:R:3 method="wB97M-V/def2-TZVPD" homo_lumo_gap_ha="0.345 / 0.227" homo_ev="-9.7 / -9.0" multiplicity=1 de_lowest_kcal_mol=57.5 charge=0
C 0.67767 -0.09593 -0.51767
C -0.81812 -0.08487 -0.17900
F -1.41169 -1.31317 -0.00588
F -1.62602 0.90078 -0.63306
I -0.20826 0.84552 3.06669
H 1.09368 0.84470 -0.40166
H 1.26014 -0.76916 0.11788
H 1.03261 -0.32786 -1.44730